Entry 1:
The following is a quantum chemistry calculation of C10H5F3IrN2O7S2 as an isolated structure, from the Open Molecules 2025 dataset.

Cartesian coordinates (Å):
Ir1 0.04 -0.23 0.34
O1 -1.30 -3.13 -2.30
C1 -1.08 -2.06 -1.55
O2 -0.21 -2.04 -0.70
C2 -1.95 -0.87 -1.86
O3 -1.95 0.06 -0.81
C3 -3.00 -0.12 0.18
C4 -2.59 -1.00 1.37
O4 -3.49 -1.60 1.94
O5 -1.35 -0.95 1.72
H1 -0.64 -3.80 -2.06
H2 -2.96 -1.19 -2.12
H3 -1.50 -0.39 -2.74
H4 -3.88 -0.54 -0.31
H5 -3.20 0.88 0.55
S1 1.63 0.42 -1.23
C5 2.81 -0.43 -0.30
S2 2.04 -0.96 1.15
C6 4.12 -0.65 -0.65
C7 4.63 -0.18 -1.89
N1 5.03 0.19 -2.91
C8 5.00 -1.37 0.21
N2 5.70 -1.97 0.90
F1 -1.11 4.47 2.43
C9 -0.11 3.61 2.20
F2 0.38 3.23 3.39
F3 0.87 4.29 1.57
C10 -0.58 2.41 1.34
O6 0.29 1.47 1.37
O7 -1.65 2.46 0.78

Values from the calculation:
Maximum force ... 0.445 eV Å⁻¹
Total charge ... -1
Energy above the lowest of the compared OMol25 structures with the same formula, charge and spin ... 0.00 kJ/mol

Entry 2:
The following is a quantum chemistry calculation of C29H48NP3RuS2 as an isolated structure, from the Open Molecules 2025 dataset.

Cartesian coordinates (Å):
Ru1 0.51 -0.89 -0.25
P1 0.18 -2.66 1.17
P2 2.81 -0.56 -0.10
P3 0.87 -2.27 -2.06
H1 -6.88 2.61 -5.42
C1 -6.87 1.53 -5.64
C2 -7.52 0.66 -4.84
H2 -8.06 0.99 -3.95
C3 -0.76 -2.17 2.66
C4 1.67 -3.46 1.88
C5 -0.86 -4.05 0.56
C6 3.31 0.79 -1.26
C7 3.37 0.04 1.53
C8 4.13 -1.81 -0.41
C9 -0.63 -2.78 -2.97
C10 1.72 -3.87 -1.74
C11 1.95 -1.67 -3.43
H3 -6.37 1.21 -6.56
H4 -7.56 -0.41 -5.08
H5 -1.61 -1.53 2.38
H6 -0.11 -1.63 3.35
H7 -1.14 -3.07 3.16
H8 2.39 -2.71 2.22
H9 2.15 -4.12 1.14
H10 1.36 -4.07 2.74
H11 -1.87 -3.68 0.33
H12 -0.93 -4.81 1.35
H13 -0.45 -4.52 -0.34
H14 4.39 0.95 -1.21
H15 2.79 1.71 -0.98
H16 3.02 0.53 -2.29
H17 4.44 -0.15 1.67
H18 2.81 -0.47 2.33
H19 3.19 1.11 1.61
H20 5.10 -1.35 -0.15
H21 4.17 -2.13 -1.46
H22 3.99 -2.68 0.24
H23 -0.32 -3.41 -3.82
H24 -1.16 -1.90 -3.35
H25 -1.31 -3.34 -2.33
H26 2.06 -4.26 -2.71
H27 1.06 -4.61 -1.29
H28 2.60 -3.74 -1.10
H29 1.82 -2.35 -4.28
H30 3.01 -1.66 -3.14
H31 1.65 -0.66 -3.73
C12 -2.57 0.02 -1.98
C13 -1.79 0.68 -2.95
C14 -2.38 1.29 -4.06
C15 -3.78 1.29 -4.19
C16 -4.57 0.68 -3.22
C17 -3.99 0.04 -2.13
S1 -1.93 -0.81 -0.62
H32 0.52 -0.26 -1.76
H33 -0.71 0.71 -2.83
H34 -1.76 1.76 -4.82
H35 -4.25 1.77 -5.05
H36 -5.65 0.69 -3.34
H37 -4.60 -0.46 -1.38
N1 0.48 1.02 0.70
S2 -0.28 1.51 2.10
C18 -0.15 3.31 2.12
C19 0.76 4.00 1.30
C20 1.03 5.35 1.56
C21 0.40 6.00 2.63
C22 -0.55 5.33 3.40
C23 -0.85 3.99 3.13
C24 0.73 1.25 3.59
C25 0.19 0.48 4.64
C26 0.92 0.31 5.82
C27 2.16 0.93 5.96
C28 2.68 1.74 4.94
C29 1.94 1.91 3.77
H38 0.42 1.77 0.01
H39 1.28 3.50 0.49
H40 1.75 5.88 0.94
H41 0.66 7.03 2.86
H42 -1.06 5.84 4.22
H43 -1.58 3.45 3.72
H44 -0.80 0.05 4.51
H45 0.51 -0.31 6.61
H46 2.74 0.77 6.87
H47 3.65 2.23 5.06
H48 2.30 2.59 2.98

Values from the calculation:
Maximum force ... 4.649 eV Å⁻¹
Total charge ... +3
Multiplicity ... 6
Energy above the lowest of the compared OMol25 structures with the same formula, charge and spin ... 0.00 kJ/mol

Entry 3:
The following is a quantum chemistry calculation of a 13-piece molecular cluster, C13H52N14O13 overall, from the Open Molecules 2025 dataset.

Cartesian coordinates (Å):
C1 1.14 -2.67 -3.73
O1 0.24 -1.83 -3.08
N1 0.78 -3.45 -4.71
N2 2.40 -2.78 -3.48
H1 -0.18 -3.34 -5.11
H2 1.56 -3.70 -5.44
H3 2.87 -2.21 -2.73
H4 3.10 -3.15 -4.13
C2 -3.02 4.41 0.37
O2 -3.68 5.38 -0.46
N3 -1.76 4.38 0.61
N4 -3.61 3.38 0.85
H5 -1.38 5.30 0.32
H6 -1.30 3.89 1.37
H7 -4.59 3.24 0.82
H8 -3.11 2.78 1.51
C3 -2.55 -1.10 3.01
O3 -1.37 -1.74 3.51
N5 -2.95 -0.98 1.78
N6 -3.30 -0.38 3.84
H9 -2.29 -1.38 1.03
H10 -3.56 -0.30 1.36
H11 -2.90 -0.29 4.72
H12 -4.38 -0.33 3.67
C4 1.24 3.12 -0.37
O4 2.25 3.43 -1.33
N7 -0.02 2.96 -0.69
N8 1.61 2.92 0.83
H13 -0.33 3.13 -1.64
H14 -0.73 3.33 -0.10
H15 2.60 3.10 1.12
H16 0.93 2.76 1.58
C5 -2.16 -3.59 -1.02
O5 -2.39 -2.38 -0.65
N9 -2.34 -4.61 -0.18
N10 -1.50 -3.86 -2.06
H17 -2.95 -4.37 0.61
H18 -2.35 -5.52 -0.54
H19 -1.36 -3.08 -2.63
H20 -1.57 -4.74 -2.58
C6 1.09 -3.44 0.61
O6 2.18 -3.03 1.36
N11 0.13 -3.98 1.17
N12 0.97 -3.29 -0.69
H21 0.10 -4.11 2.20
H22 -0.71 -4.36 0.78
H23 1.64 -2.77 -1.20
H24 0.11 -3.40 -1.26
C7 -1.60 2.51 3.29
O7 -0.45 3.11 2.78
N13 -2.29 1.78 2.48
N14 -2.22 2.84 4.36
H25 -1.74 1.31 1.75
H26 -2.90 1.06 2.91
H27 -1.71 3.56 4.89
H28 -3.20 2.61 4.70
C8 4.75 -1.39 -1.66
O8 3.43 -1.59 -1.30
H29 5.06 -2.14 -2.37
H30 5.46 -1.26 -0.77
H31 4.75 -0.44 -2.18
H32 3.21 -0.97 -0.60
C9 -2.96 1.00 -1.50
O9 -3.62 2.21 -1.58
H33 -1.91 1.16 -2.01
H34 -3.45 0.14 -1.81
H35 -2.75 0.99 -0.42
H36 -3.49 2.58 -0.68
C10 2.08 0.86 -3.37
O10 2.42 1.76 -4.38
H37 1.17 1.05 -2.88
H38 2.73 1.07 -2.45
H39 2.26 -0.16 -3.62
H40 1.98 1.50 -5.12
C11 4.25 1.22 0.77
O11 3.11 0.67 0.15
H41 4.13 1.28 1.84
H42 4.37 2.22 0.37
H43 5.18 0.67 0.52
H44 2.43 1.32 0.28
C12 -0.03 -0.28 -0.21
O12 -0.63 0.75 0.57
H45 -0.28 0.05 -1.25
H46 -0.60 -1.23 0.07
H47 1.06 -0.36 -0.16
H48 -0.39 1.62 0.17
C13 1.42 -0.22 2.95
O13 2.61 0.34 3.48
H49 1.10 -1.17 3.49
H50 1.69 -0.54 1.95
H51 0.57 0.45 2.96
H52 2.37 0.70 4.38

Values from the calculation:
Maximum force ... 10.973 eV Å⁻¹
Total charge ... 0
Energy above the lowest of the compared OMol25 structures with the same formula, charge and spin ... 1382.05 kJ/mol

Entry 4:
The following is a quantum chemistry calculation of a 3-piece molecular cluster, C18H40Cl2N2O11P3 overall, from the Open Molecules 2025 dataset.

Cartesian coordinates (Å):
C1 -1.69 -3.80 2.04
C2 -0.84 -2.53 1.79
C3 -0.78 -2.02 0.31
Cl1 -0.90 -3.45 -0.80
C4 -1.78 -0.87 -0.04
P1 -0.97 0.73 0.57
C5 0.56 1.11 -0.43
C6 -2.10 2.19 0.30
N1 -1.67 -0.78 -1.59
C7 -2.91 -1.29 -2.27
C8 -3.94 -1.79 -1.18
C9 -4.12 -3.32 -1.08
O1 -5.48 -3.72 -1.31
N2 -5.44 -5.00 -1.96
O2 -5.09 -5.83 -1.23
C10 -3.31 -1.06 0.10
C11 -3.93 -1.37 1.50
C12 -4.82 -0.17 1.90
O3 -4.33 0.85 2.17
Cl2 -6.59 -0.29 1.96
H1 -1.71 -3.95 3.14
H2 -1.22 -4.72 1.65
H3 -2.73 -3.74 1.72
H4 0.20 -2.80 2.06
H5 -1.10 -1.71 2.48
H6 0.23 -1.61 0.17
H7 0.87 0.28 -1.09
H8 0.41 2.02 -1.05
H9 1.37 1.34 0.28
H10 -2.48 2.62 1.24
H11 -1.50 2.99 -0.18
H12 -2.95 1.98 -0.37
H13 -1.76 0.23 -1.74
H14 -0.76 -0.98 -2.02
H15 -2.73 -2.00 -3.09
H16 -3.38 -0.37 -2.66
H17 -4.93 -1.35 -1.38
H18 -3.72 -3.74 -0.14
H19 -3.51 -3.78 -1.88
H20 -3.68 -0.02 -0.08
H21 -4.58 -2.27 1.45
H22 -3.20 -1.47 2.31
C13 5.21 0.51 -6.66
O4 4.20 -0.38 -6.15
P2 3.50 0.06 -4.68
O5 4.27 -0.88 -3.80
O6 2.06 -0.54 -5.12
C14 1.96 -1.92 -5.43
O7 2.75 0.96 -3.48
C15 3.61 1.66 -2.58
H23 5.59 0.10 -7.59
H24 4.78 1.49 -6.85
H25 6.03 0.59 -5.94
H26 2.71 -2.51 -4.90
H27 2.06 -2.07 -6.50
H28 0.97 -2.26 -5.13
H29 4.47 2.09 -3.11
H30 3.96 0.99 -1.80
H31 3.04 2.47 -2.13
C16 1.42 1.56 6.30
O8 2.58 1.98 5.57
P3 2.43 3.44 4.70
O9 2.24 2.75 3.36
O10 3.97 3.80 5.00
C17 4.98 2.88 4.61
O11 2.22 5.00 4.12
C18 0.95 5.28 3.52
H32 1.64 0.62 6.79
H33 1.16 2.30 7.06
H34 0.57 1.42 5.62
H35 4.68 2.28 3.76
H36 5.24 2.24 5.45
H37 5.87 3.46 4.33
H38 0.14 4.81 4.07
H39 0.95 4.94 2.48
H40 0.80 6.36 3.54

Values from the calculation:
Maximum force ... 8.824 eV Å⁻¹
E ... -97715.8096 eV
Total charge ... +1

Entry 5:
The following is a quantum chemistry calculation of a 2-piece molecular cluster, C2H8O2 overall, from the Open Molecules 2025 dataset.

Cartesian coordinates (Å):
C1 0.27 0.68 0.76
C2 1.13 -0.11 -0.24
O1 0.15 -1.16 -0.77
H1 -0.24 1.51 0.45
H2 -0.32 -0.15 1.14
H3 0.89 1.11 1.64
H4 1.89 -0.67 0.31
H5 1.42 0.43 -1.15
H6 0.51 -1.54 -1.57
O2 -2.14 -0.16 0.10
H7 -1.42 -0.63 -0.29
H8 -2.14 0.70 -0.36

Values from the calculation:
Maximum force ... 5.222 eV Å⁻¹
Total charge ... 0
Energy above the lowest of the compared OMol25 structures with the same formula, charge and spin ... 85.05 kJ/mol
Structure (SMILES) ... CCO.O

Entry 6:
The following is a quantum chemistry calculation of C44H41F3KN7O4Se as an isolated structure, from the Open Molecules 2025 dataset.

Cartesian coordinates (Å):
K1 0.60 -0.14 -0.35
C1 -1.38 5.50 -0.59
C2 -1.15 5.46 0.78
C3 -0.38 4.46 1.34
C4 0.17 3.44 0.54
C5 -0.10 3.47 -0.83
C6 -0.85 4.49 -1.38
N1 0.83 2.37 1.05
C7 1.79 2.43 1.93
C8 2.46 3.66 2.29
C9 3.42 3.71 3.25
C10 3.84 2.54 3.91
C11 3.31 1.34 3.55
C12 2.29 1.23 2.57
N2 1.80 0.07 2.14
N3 2.14 -1.03 2.74
C13 1.84 -2.19 2.10
C14 1.78 -3.38 2.86
C15 1.57 -4.57 2.21
C16 1.46 -4.57 0.82
C17 1.55 -3.35 0.16
N4 1.72 -2.20 0.77
H1 -1.97 6.29 -1.02
H2 -1.58 6.22 1.42
H3 -0.23 4.43 2.41
H4 0.31 2.68 -1.45
H5 -1.04 4.48 -2.45
H6 2.17 4.55 1.75
H7 3.87 4.66 3.50
H8 4.61 2.61 4.68
H9 3.65 0.42 4.00
H10 1.90 -3.33 3.93
H11 1.49 -5.50 2.76
H12 1.30 -5.49 0.27
H13 1.49 -3.31 -0.92
O1 -2.13 -3.34 -0.28
C18 -1.89 -2.12 -0.27
O2 -1.11 -1.49 -1.00
C19 -2.72 -1.28 0.73
C20 -3.91 -1.85 1.26
C21 -4.70 -1.10 2.09
C22 -4.30 0.22 2.41
C23 -5.03 1.07 3.27
C24 -4.57 2.32 3.56
C25 -3.36 2.77 3.02
C26 -2.62 1.96 2.19
C27 -3.07 0.67 1.86
N5 -2.33 -0.08 1.03
H14 -4.15 -2.86 1.00
H15 -5.61 -1.51 2.51
H16 -5.96 0.71 3.69
H17 -5.14 2.97 4.21
H18 -2.99 3.75 3.26
H19 -1.68 2.28 1.77
C28 -5.78 1.70 -3.43
C29 -5.63 0.30 -4.02
C30 -5.72 -0.80 -2.96
C31 -4.44 -0.92 -2.12
N6 -3.33 -1.36 -2.91
C32 -2.23 -0.62 -3.21
Se1 -2.14 1.16 -2.99
N7 -1.33 -1.40 -3.84
C33 0.00 -0.98 -4.22
C34 0.00 -0.03 -5.42
C35 -0.76 -0.55 -6.64
C36 -0.08 -1.74 -7.31
C37 -1.81 -2.69 -3.86
C38 -1.29 -3.88 -4.33
C39 -2.08 -5.02 -4.23
C40 -3.35 -4.98 -3.66
C41 -3.87 -3.79 -3.17
C42 -3.09 -2.66 -3.28
H20 -5.78 2.44 -4.22
H21 -4.93 1.92 -2.78
H22 -6.70 1.78 -2.86
H23 -4.66 0.23 -4.52
H24 -6.41 0.14 -4.77
H25 -5.92 -1.76 -3.44
H26 -6.55 -0.58 -2.28
H27 -4.59 -1.63 -1.31
H28 -4.18 0.05 -1.69
H29 0.59 -1.87 -4.42
H30 0.45 -0.44 -3.38
H31 1.05 0.15 -5.68
H32 -0.44 0.92 -5.12
H33 -0.84 0.26 -7.37
H34 -1.78 -0.83 -6.34
H35 0.95 -1.48 -7.56
H36 -0.60 -2.02 -8.22
H37 -0.07 -2.60 -6.64
H38 -0.30 -3.95 -4.75
H39 -1.69 -5.96 -4.58
H40 -3.93 -5.88 -3.58
H41 -4.84 -3.77 -2.70
F1 4.25 -0.43 -1.04
C43 4.11 -0.77 -2.33
F2 3.65 -2.05 -2.34
F3 5.38 -0.86 -2.82
C44 3.13 0.19 -3.20
O3 3.42 0.25 -4.38
O4 2.23 0.68 -2.53

Values from the calculation:
Maximum force ... 2.491 eV Å⁻¹
Total charge ... -2
Energy above the lowest of the compared OMol25 structures with the same formula, charge and spin ... 112.71 kJ/mol

Entry 7:
The following is a quantum chemistry calculation of C26H47AuN6OSi2 as an isolated structure, from the Open Molecules 2025 dataset.

Cartesian coordinates (Å):
Au1 1.47 1.27 -0.32
N1 3.52 1.56 -0.48
C1 3.90 3.00 -0.44
C2 2.84 3.81 -1.16
N2 1.53 3.54 -0.52
H1 4.02 1.04 0.24
H2 3.81 1.16 -1.38
H3 4.88 3.15 -0.89
H4 3.95 3.30 0.60
H5 2.77 3.52 -2.20
H6 3.10 4.87 -1.12
H7 0.78 3.93 -1.09
H8 1.47 4.00 0.39
N3 -0.25 1.40 4.32
C3 -0.30 1.36 2.97
N4 0.80 1.77 2.39
C4 1.64 2.13 3.45
C5 2.94 2.62 3.44
C6 3.55 2.87 4.65
C7 2.88 2.63 5.87
C8 1.60 2.14 5.90
C9 1.00 1.90 4.67
H9 -0.98 1.13 4.95
H10 -1.18 1.00 2.46
H11 3.47 2.79 2.51
H12 4.56 3.25 4.68
H13 3.39 2.84 6.80
H14 1.08 1.96 6.83
C10 -5.65 -3.39 -1.04
C11 -4.78 -2.93 -2.19
N5 -4.23 -1.58 -1.97
C12 -4.77 -0.50 -2.79
C13 -6.20 -0.13 -2.43
C14 -3.19 -1.49 -1.13
O1 -2.65 -2.45 -0.60
C15 -2.62 -0.13 -0.77
C16 -3.35 0.98 -0.38
C17 -2.68 2.11 0.08
C18 -1.30 2.10 0.10
N6 -0.59 1.03 -0.29
C19 -1.24 -0.07 -0.69
H15 -6.03 -4.39 -1.25
H16 -6.50 -2.73 -0.89
H17 -5.08 -3.44 -0.12
H18 -5.35 -2.88 -3.12
H19 -3.95 -3.61 -2.33
H20 -4.72 -0.82 -3.83
H21 -4.11 0.37 -2.71
H22 -6.87 -0.97 -2.61
H23 -6.54 0.70 -3.05
H24 -6.29 0.15 -1.38
H25 -4.43 0.96 -0.41
H26 -3.21 2.98 0.42
H27 -0.74 2.94 0.48
H28 -0.65 -0.95 -0.91
C20 0.81 0.04 -3.43
Si1 1.46 -1.39 -2.39
C21 0.28 -2.84 -2.45
C22 3.10 -1.92 -3.09
C23 1.87 -0.77 -0.61
Si2 1.70 -1.86 0.96
C24 2.80 -1.13 2.29
C25 -0.03 -2.07 1.61
C26 2.40 -3.50 0.40
H29 0.75 -0.31 -4.47
H30 1.48 0.90 -3.42
H31 -0.19 0.38 -3.15
H32 -0.15 -2.90 -3.46
H33 -0.56 -2.82 -1.75
H34 0.83 -3.77 -2.28
H35 2.96 -2.34 -4.09
H36 3.58 -2.68 -2.48
H37 3.80 -1.08 -3.19
H38 2.97 -0.76 -0.68
H39 2.35 -0.29 2.80
H40 3.79 -0.82 1.92
H41 2.99 -1.91 3.03
H42 -0.53 -1.13 1.85
H43 0.02 -2.65 2.53
H44 -0.68 -2.61 0.92
H45 3.42 -3.41 0.03
H46 1.79 -3.98 -0.36
H47 2.43 -4.18 1.26

Values from the calculation:
Maximum force ... 0.311 eV Å⁻¹
Total charge ... +2
Energy above the lowest of the compared OMol25 structures with the same formula, charge and spin ... 18.83 kJ/mol

Entry 8:
The following is a quantum chemistry calculation of a 2-piece molecular cluster, C3H4N2O2 overall, from the Open Molecules 2025 dataset.

Cartesian coordinates (Å):
C1 -1.40 -0.42 -0.15
N1 0.01 -0.23 0.20
C2 1.05 -0.92 -0.46
N2 0.77 -1.53 0.58
H1 -1.57 -1.02 -1.05
H2 -1.89 -0.88 0.71
H3 -1.83 0.58 -0.29
H4 1.75 -0.87 -1.28
O1 2.05 1.27 0.28
C3 0.98 1.67 0.58
O2 0.08 2.35 0.88

Values from the calculation:
Maximum force ... 0.819 eV Å⁻¹
Total charge ... 0
Energy above the lowest of the compared OMol25 structures with the same formula, charge and spin ... 400.25 kJ/mol
Structure (SMILES) ... CN1C=N1.O=C=O